(1)
ORCA calculation (ωB97M-V/def2-TZVPD) on the molecule C21H30ClN3O2.

Results
SMILES: Cc1ccc(CC(=O)NCC(C)(C)NC(=O)[C@H]2CCN3CC[C@H]2C3)c(Cl)c1
relative energy (zero: lowest compared OMol25 entry of this formula, charge and spin): 4.21 kcal/mol
F_max: 0.10 eV/Å
lowest unoccupied orbital energy: 0.50 eV
spin multiplicity: 1

Cartesian coordinates (Å):
1 C -2.07 -2.17 -3.11
2 C -2.51 -1.62 -1.79
3 C -2.43 -2.37 -0.62
4 C -2.81 -1.83 0.60
5 C -3.30 -0.54 0.71
6 C -3.66 0.03 2.05
7 C -2.59 0.87 2.74
8 O -2.79 1.32 3.86
9 N -1.45 1.08 2.06
10 C -0.38 1.88 2.63
11 C 0.42 2.67 1.59
12 C -0.49 3.50 0.69
13 C 1.36 3.60 2.37
14 N 1.31 1.81 0.79
15 C 0.95 0.90 -0.15
16 O -0.22 0.63 -0.40
17 C 2.10 0.26 -0.92
18 C 3.22 -0.32 -0.02
19 C 2.86 -1.72 0.51
20 N 2.32 -2.62 -0.51
21 C 3.19 -2.67 -1.70
22 C 2.75 -1.49 -2.63
23 C 1.59 -0.84 -1.86
24 C 1.09 -2.03 -1.04
25 C -3.38 0.20 -0.47
26 Cl -3.95 1.85 -0.43
27 C -3.00 -0.32 -1.70
28 H -1.68 -3.18 -3.00
29 H -2.90 -2.21 -3.82
30 H -1.29 -1.55 -3.55
31 H -2.05 -3.39 -0.66
32 H -2.74 -2.44 1.50
33 H -4.55 0.67 1.99
34 H -3.90 -0.77 2.74
35 H -1.32 0.71 1.13
36 H -0.84 2.58 3.33
37 H 0.31 1.26 3.21
38 H -1.12 4.15 1.31
39 H 0.11 4.13 0.03
40 H -1.14 2.87 0.09
41 H 0.78 4.30 2.97
42 H 2.01 3.03 3.04
43 H 1.98 4.18 1.68
44 H 2.30 1.95 0.92
45 H 2.54 1.06 -1.52
46 H 4.13 -0.39 -0.62
47 H 3.47 0.33 0.81
48 H 3.75 -2.18 0.96
49 H 2.11 -1.64 1.30
50 H 4.24 -2.62 -1.41
51 H 3.03 -3.62 -2.21
52 H 3.56 -0.79 -2.83
53 H 2.40 -1.87 -3.59
54 H 0.82 -0.43 -2.52
55 H 0.59 -2.76 -1.68
56 H 0.40 -1.76 -0.23
57 H -3.07 0.30 -2.58

natural (NBO) charges, unit e, in atom order: C -0.632; C 0.007; C -0.212; C -0.212; C 0.006; C -0.536; C 0.693; O -0.646; N -0.654; C -0.218; C 0.116; C -0.627; C -0.610; N -0.629; C 0.713; O -0.665; C -0.307; C -0.423; C -0.227; N -0.429; C -0.243; C -0.427; C -0.237; C -0.233; C -0.024; Cl -0.011; C -0.225; H 0.215; H 0.223; H 0.219; H 0.213; H 0.215; H 0.252; H 0.240; H 0.444; H 0.231; H 0.190; H 0.218; H 0.208; H 0.244; H 0.228; H 0.211; H 0.212; H 0.396; H 0.228; H 0.209; H 0.205; H 0.203; H 0.199; H 0.197; H 0.202; H 0.204; H 0.214; H 0.231; H 0.195; H 0.224; H 0.223

(2)
ORCA calculation (ωB97M-V/def2-TZVPD) on a cluster of 12 separate species, C15H54O12 in total.

Results
F_max: 2.44 eV/Å
total charge: +1
lowest unoccupied orbital energy (spin up / spin down): -2.24 / -9.40 eV
spin multiplicity: 2

Cartesian coordinates (Å):
1 C 7.29 20.26 -8.05
2 C 6.13 21.21 -7.97
3 O 5.67 21.46 -9.26
4 H 7.52 19.97 -7.02
5 H 8.18 20.74 -8.46
6 H 7.07 19.33 -8.57
7 H 6.29 22.16 -7.46
8 H 5.30 20.70 -7.47
9 H 5.30 20.65 -9.61
10 C 4.62 12.19 -3.51
11 C 5.03 13.50 -4.15
12 O 3.80 14.24 -4.20
13 H 5.48 11.53 -3.36
14 H 3.86 11.68 -4.11
15 H 4.17 12.41 -2.55
16 H 5.46 13.35 -5.14
17 H 5.74 13.93 -3.44
18 H 3.53 14.48 -3.31
19 C 2.09 20.74 -6.55
20 C 2.56 22.14 -6.09
21 O 3.01 22.08 -4.77
22 H 2.86 19.97 -6.51
23 H 1.67 20.79 -7.55
24 H 1.39 20.32 -5.84
25 H 1.79 22.90 -6.25
26 H 3.38 22.51 -6.71
27 H 3.38 22.93 -4.51
28 C 4.82 15.95 -7.87
29 O 4.86 17.37 -7.94
30 H 5.80 15.49 -7.82
31 H 4.26 15.66 -6.98
32 H 4.33 15.57 -8.77
33 H 5.20 17.74 -7.12
34 C 7.16 21.01 -4.13
35 O 8.52 21.11 -4.20
36 H 6.89 20.19 -3.47
37 H 6.73 21.93 -3.73
38 H 6.73 20.91 -5.13
39 H 8.70 21.80 -3.56
40 C 9.85 16.53 -1.66
41 O 8.57 16.91 -2.15
42 H 10.36 15.81 -2.31
43 H 10.43 17.45 -1.72
44 H 9.89 16.17 -0.63
45 H 8.73 17.37 -2.97
46 C 6.04 17.39 -4.74
47 O 5.47 18.45 -5.49
48 H 6.87 17.00 -5.34
49 H 6.61 17.89 -3.95
50 H 5.42 16.59 -4.34
51 H 4.89 18.87 -4.84
52 C 5.59 17.68 -0.89
53 O 6.67 16.98 -0.26
54 H 4.72 17.90 -0.27
55 H 5.91 18.57 -1.44
56 H 5.11 17.06 -1.64
57 H 7.32 16.73 -0.92
58 C 8.52 16.04 -8.69
59 O 9.61 16.75 -9.31
60 H 8.71 14.96 -8.71
61 H 8.37 16.36 -7.66
62 H 7.61 16.24 -9.24
63 H 10.45 16.54 -8.88
64 C 9.97 18.20 -5.71
65 O 9.15 18.23 -4.58
66 H 10.89 18.77 -5.63
67 H 10.17 17.15 -5.92
68 H 9.52 18.59 -6.63
69 H 8.94 19.17 -4.49
70 C 8.32 14.20 -5.53
71 O 8.75 13.14 -6.32
72 H 7.37 14.58 -5.91
73 H 8.29 13.93 -4.48
74 H 8.98 15.06 -5.68
75 H 8.04 12.51 -6.49
76 C 2.37 18.80 -3.36
77 O 3.50 19.43 -3.86
78 H 2.14 19.30 -2.42
79 H 1.44 18.86 -3.92
80 H 2.64 17.74 -3.29
81 H 3.22 20.30 -4.15

Mulliken charges, unit e, in atom order: C -0.215; C -0.073; O -0.562; H -0.258; H 0.357; H 0.189; H 0.392; H -0.074; H 0.320; C -1.354; C 0.288; O -0.543; H 0.384; H 0.330; H 0.357; H 0.157; H 0.095; H 0.313; C -0.935; C -0.089; O -0.545; H 0.079; H 0.386; H 0.305; H 0.373; H 0.221; H 0.258; C -0.318; O -0.224; H 0.057; H 0.302; H 0.367; H 0.307; C -0.058; O -0.553; H -0.060; H 0.536; H -0.255; H 0.338; C -0.762; O -0.417; H 0.271; H 0.290; H 0.309; H 0.370; C 0.134; O 0.267; H -0.141; H -0.277; H 0.416; H 0.167; C -0.326; O -0.569; H 0.389; H 0.146; H 0.002; H 0.471; C -0.340; O -0.559; H 0.415; H -0.092; H 0.272; H 0.315; C -0.633; O -0.383; H 0.374; H 0.242; H 0.080; H 0.152; C 0.134; O -0.556; H -0.292; H 0.436; H -0.024; H 0.326; C -0.631; O -0.441; H 0.280; H 0.314; H 0.184; H 0.090

(3)
ORCA calculation (ωB97M-V/def2-TZVPD) on a structure of composition C19H40ClN7Rh.

Results
relative energy (zero: lowest compared OMol25 entry of this formula, charge and spin): 35.28 kcal/mol
F_max: 1.56 eV/Å
total charge: +3
lowest unoccupied orbital energy (spin up / spin down): -8.34 / -12.24 eV
spin multiplicity: 5

Cartesian coordinates (Å):
1 Rh 0.02 -0.21 0.09
2 C 0.47 3.54 0.19
3 C 1.11 2.81 -1.00
4 N 0.49 1.57 -1.47
5 C 1.25 1.03 -2.60
6 C 0.89 -0.43 -2.91
7 N 0.95 -1.30 -1.74
8 C 2.19 -2.02 -1.43
9 C 3.46 -1.19 -1.23
10 C 3.44 -0.03 -0.22
11 N 2.36 -0.02 0.77
12 C 2.52 1.13 1.68
13 C 1.25 1.39 2.49
14 N 0.05 1.44 1.64
15 C -0.41 2.75 1.17
16 H -0.18 4.33 -0.19
17 H 1.27 4.04 0.73
18 H 2.15 2.57 -0.76
19 H 1.15 3.53 -1.83
20 H -0.48 1.75 -1.76
21 H 2.31 1.11 -2.37
22 H 1.07 1.62 -3.51
23 H 1.55 -0.78 -3.71
24 H -0.14 -0.45 -3.29
25 H 0.27 -2.05 -1.88
26 H 2.42 -2.72 -2.24
27 H 2.00 -2.62 -0.53
28 H 3.79 -0.79 -2.19
29 H 4.23 -1.91 -0.93
30 H 3.40 0.92 -0.75
31 H 4.40 -0.04 0.31
32 H 2.37 -0.89 1.31
33 H 2.77 2.01 1.09
34 H 3.35 0.97 2.38
35 H 1.38 2.32 3.05
36 H 1.12 0.57 3.20
37 H -0.71 1.07 2.21
38 H -0.58 3.42 2.02
39 H -1.38 2.58 0.70
40 C -5.58 1.79 1.27
41 C -5.05 0.92 0.10
42 C -5.50 1.56 -1.22
43 C -5.54 -0.51 0.21
44 N -3.60 1.01 0.15
45 N -2.76 0.07 0.74
46 H -6.67 1.76 1.25
47 H -5.27 2.82 1.18
48 H -5.24 1.40 2.23
49 H -6.58 1.72 -1.20
50 H -5.27 0.90 -2.05
51 H -5.03 2.52 -1.38
52 H -6.62 -0.51 0.10
53 H -5.32 -0.96 1.18
54 H -5.14 -1.14 -0.59
55 H -3.26 1.96 0.19
56 H -3.17 -0.85 0.58
57 H -2.66 0.21 1.75
58 Cl -1.00 -4.97 3.27
59 C -1.30 -4.19 1.78
60 C -2.10 -4.78 0.80
61 C -2.34 -4.09 -0.38
62 C -1.78 -2.84 -0.55
63 N -0.98 -2.29 0.37
64 C -0.74 -2.94 1.50
65 H -2.52 -5.77 0.96
66 H -2.95 -4.53 -1.15
67 H -1.99 -2.26 -1.44
68 H -0.07 -2.49 2.22

natural (NBO) charges, unit e, in atom order: Rh 1.183; C -0.441; C -0.231; N -0.641; C -0.242; C -0.244; N -0.638; C -0.229; C -0.441; C -0.230; N -0.637; C -0.241; C -0.246; N -0.656; C -0.207; H 0.247; H 0.247; H 0.203; H 0.229; H 0.380; H 0.216; H 0.233; H 0.237; H 0.211; H 0.396; H 0.230; H 0.203; H 0.236; H 0.257; H 0.194; H 0.227; H 0.388; H 0.212; H 0.239; H 0.237; H 0.219; H 0.377; H 0.232; H 0.153; C -0.592; C 0.083; C -0.612; C -0.655; N -0.061; N -0.598; H 0.282; H 0.234; H 0.224; H 0.268; H 0.236; H 0.226; H 0.284; H 0.227; H 0.228; H 0.407; H 0.420; H 0.414; Cl 0.135; C -0.051; C -0.140; C -0.206; C -0.020; N -0.551; C -0.003; H 0.274; H 0.266; H 0.207; H 0.215

(4)
ORCA calculation (ωB97M-V/def2-TZVPD) on the molecule C5H8FNS.

Results
SMILES: N[C@H]1C[C@@H](F)[C@H]2S[C@H]21
relative energy (zero: lowest compared OMol25 entry of this formula, charge and spin): 0.00 kcal/mol
F_max: 1.85 eV/Å
lowest unoccupied orbital energy: 0.78 eV
spin multiplicity: 1

Cartesian coordinates (Å):
1 N -2.43 -0.51 -0.52
2 C -1.28 -0.64 0.38
3 C -0.09 -1.41 -0.25
4 C 1.20 -0.82 0.39
5 F 2.22 -0.86 -0.52
6 C 0.82 0.56 0.82
7 S 0.21 1.62 -0.50
8 C -0.67 0.69 0.78
9 H -2.98 0.36 -0.41
10 H -3.14 -1.21 -0.27
11 H -1.63 -1.13 1.30
12 H -0.17 -2.50 -0.06
13 H -0.10 -1.23 -1.34
14 H 1.48 -1.45 1.30
15 H 1.44 1.08 1.54
16 H -1.19 1.24 1.57

natural (NBO) charges, unit e, in atom order: N -0.834; C -0.066; C -0.450; C 0.198; F -0.353; C -0.351; S 0.151; C -0.300; H 0.363; H 0.356; H 0.182; H 0.216; H 0.249; H 0.167; H 0.240; H 0.232

What did the first record say?
ORCA calculation (ωB97M-V/def2-TZVPD) on the molecule C21H30ClN3O2.

Results
SMILES: Cc1ccc(CC(=O)NCC(C)(C)NC(=O)[C@H]2CCN3CC[C@H]2C3)c(Cl)c1
relative energy (zero: lowest compared OMol25 entry of this formula, charge and spin): 4.21 kcal/mol
F_max: 0.10 eV/Å
lowest unoccupied orbital energy: 0.50 eV
spin multiplicity: 1

Cartesian coordinates (Å):
1 C -2.07 -2.17 -3.11
2 C -2.51 -1.62 -1.79
3 C -2.43 -2.37 -0.62
4 C -2.81 -1.83 0.60
5 C -3.30 -0.54 0.71
6 C -3.66 0.03 2.05
7 C -2.59 0.87 2.74
8 O -2.79 1.32 3.86
9 N -1.45 1.08 2.06
10 C -0.38 1.88 2.63
11 C 0.42 2.67 1.59
12 C -0.49 3.50 0.69
13 C 1.36 3.60 2.37
14 N 1.31 1.81 0.79
15 C 0.95 0.90 -0.15
16 O -0.22 0.63 -0.40
17 C 2.10 0.26 -0.92
18 C 3.22 -0.32 -0.02
19 C 2.86 -1.72 0.51
20 N 2.32 -2.62 -0.51
21 C 3.19 -2.67 -1.70
22 C 2.75 -1.49 -2.63
23 C 1.59 -0.84 -1.86
24 C 1.09 -2.03 -1.04
25 C -3.38 0.20 -0.47
26 Cl -3.95 1.85 -0.43
27 C -3.00 -0.32 -1.70
28 H -1.68 -3.18 -3.00
29 H -2.90 -2.21 -3.82
30 H -1.29 -1.55 -3.55
31 H -2.05 -3.39 -0.66
32 H -2.74 -2.44 1.50
33 H -4.55 0.67 1.99
34 H -3.90 -0.77 2.74
35 H -1.32 0.71 1.13
36 H -0.84 2.58 3.33
37 H 0.31 1.26 3.21
38 H -1.12 4.15 1.31
39 H 0.11 4.13 0.03
40 H -1.14 2.87 0.09
41 H 0.78 4.30 2.97
42 H 2.01 3.03 3.04
43 H 1.98 4.18 1.68
44 H 2.30 1.95 0.92
45 H 2.54 1.06 -1.52
46 H 4.13 -0.39 -0.62
47 H 3.47 0.33 0.81
48 H 3.75 -2.18 0.96
49 H 2.11 -1.64 1.30
50 H 4.24 -2.62 -1.41
51 H 3.03 -3.62 -2.21
52 H 3.56 -0.79 -2.83
53 H 2.40 -1.87 -3.59
54 H 0.82 -0.43 -2.52
55 H 0.59 -2.76 -1.68
56 H 0.40 -1.76 -0.23
57 H -3.07 0.30 -2.58

natural (NBO) charges, unit e, in atom order: C -0.632; C 0.007; C -0.212; C -0.212; C 0.006; C -0.536; C 0.693; O -0.646; N -0.654; C -0.218; C 0.116; C -0.627; C -0.610; N -0.629; C 0.713; O -0.665; C -0.307; C -0.423; C -0.227; N -0.429; C -0.243; C -0.427; C -0.237; C -0.233; C -0.024; Cl -0.011; C -0.225; H 0.215; H 0.223; H 0.219; H 0.213; H 0.215; H 0.252; H 0.240; H 0.444; H 0.231; H 0.190; H 0.218; H 0.208; H 0.244; H 0.228; H 0.211; H 0.212; H 0.396; H 0.228; H 0.209; H 0.205; H 0.203; H 0.199; H 0.197; H 0.202; H 0.204; H 0.214; H 0.231; H 0.195; H 0.224; H 0.223